[1]
A 3-piece molecular cluster, C24H20F16IO6P overall at a distorted geometry. Source: OMol25; level of theory: ωB97M-V with the def2-TZVPD basis set.

Calculated values
LUMO energy (eV): -1.74
Structure (SMILES): O=C1C=C(P(O)O)C(=O)C(I)=C1CCc1ccccc1.FC(F)C(F)(F)COC(F)(F)C(F)F.FC(F)C(F)(F)COC(F)(F)C(F)F
Molecular weight (g/mol): 866.264
E_HOMO (eV): -8.7
Max |F| (hartree/bohr): 0.09148

The geometry in XYZ format:
```
68
Properties=species:S:1:pos:R:3:lowdin_charge:R:1
O -2.81158 -0.98131 2.32696 0.029
C -2.25652 -0.79043 1.20663 -0.223
C -1.20852 0.43859 1.14004 0.059
C -0.76505 0.86191 -0.15994 -0.226
P 0.50169 2.24828 -0.48966 0.950
O 1.12537 2.16992 -2.08096 -0.314
O -0.45639 3.70421 -0.45197 -0.311
C -1.37743 0.11372 -1.42331 -0.330
O -1.35753 0.63966 -2.57974 -0.028
C -2.10936 -1.32688 -1.35282 -0.492
I -2.32298 -2.42823 -3.20150 0.951
C -2.54749 -1.73466 -0.06810 -0.156
C -3.33193 -3.12258 0.12276 -0.158
C -4.75168 -3.01846 -0.62657 -0.198
C -5.36634 -1.51912 -0.62973 -0.169
C -5.57672 -0.68018 0.66861 -0.041
C -6.14970 0.75385 0.71934 -0.074
C -6.59942 1.41983 -0.60256 -0.082
C -6.45741 0.61231 -1.94391 -0.064
C -5.82924 -0.82856 -1.96571 -0.033
H -0.83018 0.95872 2.08441 0.099
H 1.12476 1.24656 -2.43503 0.014
H -1.37966 3.43740 -0.20099 0.057
H -3.56344 -3.27739 1.24493 0.119
H -2.71307 -4.03167 -0.22058 0.120
H -4.73066 -3.42086 -1.70253 0.063
H -5.55029 -3.65367 -0.07921 0.122
H -5.27100 -1.17605 1.64910 0.091
H -6.24041 1.30915 1.72402 0.095
H -7.02589 2.47469 -0.54337 0.081
H -6.82483 1.09915 -2.91966 0.086
H -5.74013 -1.33042 -2.99072 0.081
F 0.95917 2.28060 5.74077 0.099
C 0.31049 2.28368 4.56264 -0.295
F -0.36705 1.10714 4.49914 0.088
C 1.25792 2.41379 3.36937 -0.421
F 2.08997 1.34850 3.28632 0.131
F 0.49553 2.38300 2.23001 -0.010
C 2.09491 3.70986 3.31183 -0.038
O 3.44247 3.64098 3.79723 0.036
C 3.63592 3.80677 5.18814 -0.504
F 2.49026 4.22830 5.75800 0.134
F 4.51293 4.82814 5.31967 0.145
C 4.21157 2.55422 5.85741 -0.276
F 3.40579 1.48310 5.68942 0.095
F 4.34130 2.73934 7.19350 0.098
H -0.42617 3.09171 4.57287 0.177
H 2.21081 3.94422 2.24938 0.147
H 1.55717 4.56908 3.72379 0.147
H 5.19205 2.30677 5.44386 0.176
F 4.67059 -1.67175 -5.16969 0.094
C 5.42810 -2.73175 -4.83075 -0.301
F 5.74177 -3.36036 -5.99242 0.093
C 4.70571 -3.69306 -3.88600 -0.434
F 3.61858 -4.23918 -4.48244 0.128
F 5.55364 -4.73355 -3.63028 0.104
C 4.28663 -3.11157 -2.51849 -0.042
O 2.92736 -2.67353 -2.38121 0.037
C 2.62641 -1.36240 -2.81376 -0.495
F 3.76830 -0.69743 -3.07192 0.141
F 2.06726 -0.73982 -1.74624 0.129
C 1.64136 -1.33854 -3.98672 -0.283
F 2.11943 -2.01168 -5.05495 0.102
F 1.41240 -0.06708 -4.39825 0.100
H 6.35900 -2.36712 -4.38807 0.174
H 4.36902 -3.93643 -1.80468 0.149
H 4.99465 -2.36205 -2.15236 0.145
H 0.68780 -1.78936 -3.70334 0.113
```

[2]
An isolated ion of composition C24H20F4NO2 and charge +1 at a distorted geometry. Source: OMol25; level of theory: ωB97M-V with the def2-TZVPD basis set.

Calculated values
LUMO energy (eV): -5.35
Relative energy (zero: lowest compared OMol25 entry of this formula, charge and spin) (kcal/mol): 0.0
Structure (SMILES): COc1ccc(/C(CC(c2cc(F)cc(F)c2)c2cc(F)cc(F)c2)=[NH+]/C(C)=O)cc1
Charge: +1
Molecular weight (g/mol): 430.421
E_HOMO (eV): -12.0
Max |F| (hartree/bohr): 0.07648

The geometry in XYZ format:
```
51
Properties=species:S:1:pos:R:3:lowdin_charge:R:1
C -5.28458 -2.73857 1.70219 -0.033
O -4.72380 -1.39048 1.77470 -0.053
C -3.35161 -1.27919 1.82965 -0.220
C -2.83842 0.02866 1.95435 0.038
C -1.48133 0.23939 1.78357 0.042
C -0.58239 -0.87435 1.45999 -0.134
C 0.79940 -0.70075 1.07892 -0.038
C 1.32056 0.44812 0.40939 -0.060
C 1.25151 0.81722 -1.09880 -0.225
C -0.15536 0.78933 -1.54087 -0.154
C -1.04093 1.90785 -1.52886 0.059
C -2.42319 1.67022 -1.40814 -0.229
F -3.26481 2.66630 -0.95132 0.051
C -2.97006 0.42049 -1.62923 0.050
C -2.11129 -0.60667 -2.01314 -0.235
F -2.60278 -1.86763 -2.26203 0.046
C -0.72408 -0.43617 -2.04821 0.057
C 2.06808 2.02860 -1.42977 -0.146
C 3.28611 2.00472 -2.21050 0.071
C 4.15133 3.09347 -2.15331 -0.218
F 5.40950 2.97455 -2.71756 0.047
C 3.84008 4.28142 -1.48015 0.084
C 2.56990 4.35013 -0.90718 -0.214
F 2.24157 5.48309 -0.18510 0.048
C 1.67304 3.28826 -0.93431 0.020
N 1.64573 -1.77761 1.48690 0.182
C 2.87857 -2.02681 0.89012 -0.422
C 3.55623 -3.34693 1.27626 0.023
O 3.41128 -1.23659 0.09839 0.079
C -1.16142 -2.17649 1.44863 0.013
C -2.52701 -2.38550 1.62647 0.013
H -6.37083 -2.60683 1.74517 0.104
H -5.01414 -3.25626 0.76674 0.102
H -4.95157 -3.35034 2.55194 0.102
H -3.47728 0.85896 2.13650 0.128
H -1.03132 1.22664 1.85776 0.124
H 2.39998 0.56418 0.55257 0.141
H 0.79268 1.32920 0.78184 0.136
H 1.76078 -0.06361 -1.57374 0.152
H -0.72911 2.95770 -1.46781 0.114
H -4.04444 0.22398 -1.53296 0.145
H -0.06277 -1.25000 -2.35043 0.132
H 3.56390 1.09484 -2.76171 0.136
H 4.53706 5.09711 -1.42526 0.134
H 0.70242 3.43220 -0.42945 0.119
H 1.28285 -2.50881 2.07746 0.142
H 3.17677 -3.81050 2.18716 0.078
H 3.41481 -4.03499 0.40630 0.112
H 4.64488 -3.10997 1.39427 0.113
H -0.53247 -3.05306 1.20841 0.131
H -2.92208 -3.38853 1.55424 0.114
```

[3]
C24H20FeN4O2S as an isolated structure. Source: OMol25; level of theory: ωB97M-V with the def2-TZVPD basis set.

Calculated values
LUMO energy (alpha / beta) (eV): 4.83 / 4.83
Charge: -2
Molecular weight (g/mol): 484.362
E_HOMO (alpha / beta) (eV): -1.3 / -1.3
Max |F| (hartree/bohr): 0.01127
2S+1: 5

The geometry in XYZ format:
```
52
Properties=species:S:1:pos:R:3:mulliken_spin:R:1
Fe -0.62423 0.57592 0.39189 3.675
O 1.00376 1.80836 0.30252 0.050
C 2.09077 1.64786 -0.35818 0.005
C 2.77371 2.78892 -0.87325 0.007
C 3.94835 2.68797 -1.58328 -0.004
C 4.54514 1.44312 -1.82584 0.009
C 3.91118 0.31972 -1.32777 0.001
C 2.70753 0.38450 -0.62156 -0.009
C 2.16330 -0.85312 -0.08104 -0.003
N 0.98087 -0.94075 0.36989 0.015
N 0.61302 -2.14399 0.97489 0.009
C -0.45381 -1.87996 1.69414 -0.006
O -1.00341 -0.74524 1.86955 0.068
C -1.12118 -3.04187 2.37965 -0.005
C -0.73511 -4.35360 2.12575 0.000
C -1.39064 -5.40831 2.74758 0.001
C -2.44149 -5.15685 3.62342 -0.001
C -2.83654 -3.84735 3.86658 0.000
C -2.18117 -2.79162 3.24344 0.007
H 2.30975 3.75105 -0.68811 0.001
H 4.41829 3.59219 -1.95895 -0.001
H 5.47117 1.36165 -2.38114 0.001
H 4.35247 -0.66184 -1.48567 0.000
H 2.81478 -1.73164 -0.02596 0.007
H 0.08206 -4.52381 1.43692 0.000
H -1.08810 -6.42878 2.53965 0.000
H -2.95745 -5.98020 4.10424 0.000
H -3.66887 -3.64430 4.52994 0.000
H -2.49462 -1.76279 3.37845 0.002
C -0.55999 1.35529 -2.20456 0.034
C -0.64633 -0.04566 -2.14537 0.053
C -1.80015 -0.38822 -1.39848 0.022
C -2.42626 0.81807 -0.99254 0.056
C -1.63784 1.89602 -1.47365 0.000
H 0.25592 1.91625 -2.63782 -0.003
H 0.07007 -0.74174 -2.55766 -0.005
H -2.15810 -1.38426 -1.18225 -0.001
H -3.33627 0.89761 -0.41903 0.004
H -1.83706 2.94443 -1.30527 -0.001
C -4.81400 -3.13790 1.23320 0.000
C -5.20157 -1.89940 1.99743 0.000
C -6.33466 -1.85621 2.80299 0.000
C -6.54328 -0.64940 3.45805 0.000
N -5.75381 0.40087 3.36278 0.000
C -4.65509 0.29110 2.54104 0.000
S -3.52556 1.56353 2.42166 0.012
N -4.39081 -0.86775 1.86065 0.000
H -5.52253 -3.95311 1.39411 0.000
H -3.81753 -3.45955 1.54275 0.000
H -4.76026 -2.91012 0.16704 0.000
H -7.00111 -2.70100 2.91693 0.000
H -7.40920 -0.53353 4.11130 0.000
```

[4]
C24H20N6O8 as an isolated structure at a distorted geometry. Source: OMol25; level of theory: ωB97M-V with the def2-TZVPD basis set.

Calculated values
LUMO energy (eV): -2.29
Relative energy (zero: lowest compared OMol25 entry of this formula, charge and spin) (kcal/mol): 58.0
Molecular weight (g/mol): 520.458
E_HOMO (eV): -7.3
Max |F| (hartree/bohr): 0.15833

The geometry in XYZ format:
```
58
Properties=species:S:1:pos:R:3:lowdin_charge:R:1
O -0.52058 1.83083 5.73622 0.046
N 0.46860 1.28725 5.19953 -0.327
O 1.64924 1.53818 5.52309 0.049
C 0.23779 0.36516 4.14156 -0.171
C 1.33842 -0.10502 3.40122 0.023
C 1.13675 -0.53484 2.09714 -0.011
C -0.14154 -0.43785 1.50605 -0.189
C -0.37238 -0.51097 0.02406 -0.126
C 0.71727 -1.20061 -0.73834 -0.147
N 0.56582 -2.42688 -1.23096 -0.022
C -0.45840 -3.37375 -0.75487 -0.113
C -0.13662 -4.69385 -1.46550 -0.149
C 0.77919 -4.34760 -2.64433 -0.149
C 1.32330 -2.93760 -2.38703 -0.116
C 1.95942 -0.47122 -0.99867 -0.165
C 1.93424 0.90393 -1.32690 -0.022
C 3.10993 1.63691 -1.41691 -0.060
C 4.34685 1.00604 -1.26348 -0.061
C 4.40007 -0.36828 -0.99398 -0.066
C 3.22136 -1.09542 -0.83859 -0.050
C -1.25081 -0.19784 2.34702 -0.031
C -1.07636 0.21763 3.65449 0.015
H 2.33363 -0.04495 3.83521 0.124
H 1.98943 -0.89792 1.51934 0.111
H -1.33304 -0.98493 -0.19964 0.110
H -0.43324 -3.46357 0.34090 0.136
H -1.45955 -3.01716 -1.04205 0.117
H 0.37823 -5.36096 -0.76667 0.112
H -1.05422 -5.18875 -1.79063 0.113
H 1.60303 -5.05905 -2.74250 0.111
H 0.22140 -4.34664 -3.58516 0.112
H 1.19059 -2.28275 -3.26372 0.139
H 2.39865 -2.97467 -2.17759 0.101
H 0.98053 1.38158 -1.55020 0.115
H 3.04361 2.70997 -1.60239 0.116
H 5.26559 1.58698 -1.35126 0.109
H 5.35909 -0.87843 -0.88852 0.108
H 3.26637 -2.15417 -0.56519 0.117
H -2.26199 -0.29868 1.94136 0.124
H -1.90935 0.50689 4.28981 0.123
O -5.43570 4.35830 -1.01061 0.082
N -4.38579 4.45357 -0.35172 -0.316
O -4.13568 5.44007 0.38187 0.046
C -3.37176 3.41572 -0.37995 -0.051
C -2.25355 3.54663 0.44603 0.116
C -1.24834 2.55540 0.42974 -0.093
N -0.02303 2.82293 1.16605 -0.274
O -0.01986 3.67772 2.07254 0.081
O 1.01924 2.19381 0.83956 0.055
C -1.31027 1.37580 -0.34134 0.027
C -2.41619 1.27701 -1.15681 -0.077
N -2.74934 0.30094 -2.11195 -0.149
O -2.19716 -0.73094 -2.48191 0.056
O -3.94833 0.71859 -2.69811 0.054
N -4.38435 1.91161 -2.16153 0.152
C -3.45316 2.23689 -1.22957 -0.129
H -2.12339 4.41878 1.08314 0.137
H -0.37366 0.71019 -0.46733 0.027
```

Calculated total energy for the records above, in order: -3614.637032, -1530.952243, -2958.025586, -1856.413348 a.u.